No. 1
70
Properties=species:S:1:pos:R:3:forces:R:3 method="wB97M-V/def2-TZVPD" e_homo_ev="-11.58 / -11.73" e_lumo_ev="-4.19 / -5.71" relative_energy_ev=1.142 gap_ha="0.27153 / 0.22122" multiplicity=2 charge=+1
Ti -1.154363 0.031028 0.465189 0.221 0.509 0.399
F 1.844626 5.877223 1.665153 -0.085 0.020 0.452
C 1.049177 4.834839 1.858969 0.013 0.635 0.209
C 1.038374 3.844415 0.940182 -0.234 -0.699 -1.470
F 1.878285 3.827047 -0.101874 -0.215 0.098 0.285
C 0.094401 2.853213 1.061803 -0.024 -0.877 2.054
F 0.295828 1.764024 0.284065 -0.078 -1.089 -1.079
C -0.698515 2.614837 2.207795 0.875 1.278 -1.234
S -1.443401 1.075986 2.554825 -0.047 -0.052 -0.483
C -0.686247 3.672086 3.114592 0.370 -0.773 -0.139
F -1.389374 3.507630 4.225693 -0.041 0.573 0.297
C 0.196066 4.734241 2.949695 -0.140 -0.349 -0.482
F 0.267135 5.688478 3.819446 -0.208 1.135 1.324
C -4.311397 2.348921 0.781016 0.011 -1.492 0.869
Ge -3.429281 2.182885 -0.951949 0.235 0.924 -0.411
C -4.899644 1.907322 -2.183603 0.975 -1.762 -0.175
C -2.454383 3.772718 -1.604202 -0.740 0.927 1.799
C -1.959282 0.841017 -1.114555 -0.172 0.145 -0.269
H -5.110184 3.027150 0.584200 -0.919 0.362 -0.233
H -3.811982 2.773282 1.638820 0.659 0.116 0.031
H -4.743213 1.368020 1.170294 0.451 1.137 -0.799
H -5.450799 2.789653 -2.269062 -1.046 1.491 0.260
H -5.541279 1.068956 -1.909007 -0.024 0.113 -0.089
H -4.498648 1.757538 -3.177920 0.107 -0.357 -0.282
H -2.993703 4.700653 -1.271535 0.448 -0.749 -0.307
H -2.280889 3.872347 -2.661073 0.076 -0.356 -0.408
H -1.518553 3.749788 -1.038219 0.160 0.245 -0.324
H -1.318924 1.028542 -1.993231 -0.134 0.186 0.487
H -2.504980 -0.068830 -1.305984 -0.392 -0.862 -0.403
Cl -2.513590 -1.586166 0.931368 -0.185 -0.275 0.201
C -0.840441 -4.449537 0.594167 -0.109 -0.682 1.035
Si 0.094681 -3.655880 -0.742628 0.338 0.101 -0.326
C -0.893165 -3.023925 -2.176192 -1.561 -0.737 -0.979
C 1.550146 -4.746808 -1.177939 -1.336 -0.803 -0.302
Ge 1.003385 -1.638071 0.029939 0.245 0.445 0.131
Si 2.004731 -1.412394 2.215732 -0.219 -1.270 0.113
C 0.809906 -1.954555 3.522477 -0.760 -0.581 0.328
C 2.390290 0.343554 2.571902 -0.167 0.603 0.148
C 3.479648 -2.619818 2.208636 -0.562 1.091 0.013
Si 1.934165 -0.702326 -1.983424 -0.954 0.504 0.044
C 2.997240 0.749268 -1.677314 2.187 -0.713 1.493
C 0.690466 -0.205085 -3.298248 0.385 0.199 -1.382
C 2.912744 -2.135588 -2.560226 -0.279 -1.172 0.668
H -0.784861 -5.527447 0.545953 -0.149 -0.505 -0.474
H -1.881623 -4.177417 0.651348 -0.255 0.121 0.127
H -0.353543 -4.277076 1.558890 -0.159 0.422 0.039
H -1.628293 -3.728418 -2.662242 0.659 0.295 0.802
H -0.261879 -2.756616 -3.016093 0.254 0.277 0.047
H -1.509724 -2.159556 -1.874100 0.352 -0.195 -0.190
H 1.315214 -5.683058 -0.644583 0.399 0.124 -0.361
H 2.489364 -4.381794 -0.866874 1.022 0.237 0.528
H 1.608617 -4.930111 -2.253028 -0.029 -0.148 0.092
H -0.190247 -1.565648 3.323367 -0.117 -0.146 -0.164
H 1.073482 -1.434592 4.430226 0.386 0.237 0.492
H 0.710341 -3.017992 3.810485 0.180 0.416 -0.495
H 1.501225 0.970923 2.790186 0.422 -0.629 0.323
H 2.787578 0.787464 1.687171 0.712 0.448 -0.732
H 3.148846 0.400764 3.359882 -0.243 0.206 0.025
H 3.284064 -3.640891 1.984171 -0.702 -0.845 -0.279
H 3.788714 -2.613854 3.240740 0.456 0.097 0.525
H 4.295466 -2.340825 1.572911 0.576 0.433 -0.238
H 2.531802 1.563986 -1.174990 -0.498 0.714 0.297
H 3.348150 1.077491 -2.634841 0.328 0.397 -0.647
H 3.942249 0.489688 -1.050995 -1.527 0.284 -1.040
H 0.440736 0.850526 -3.188903 -0.241 0.047 0.221
H -0.225850 -0.788185 -3.524313 0.704 0.397 0.357
H 1.302045 -0.174123 -4.252564 -0.535 -0.285 0.806
H 3.200869 -2.791435 -1.710935 0.315 0.574 -0.701
H 3.764262 -1.822638 -3.146837 0.283 -0.075 -0.174
H 2.217936 -2.736845 -3.151807 0.282 -0.088 -0.249

No. 2
70
Properties=species:S:1:pos:R:3:forces:R:3 method="wB97M-V/def2-TZVPD" e_homo_ev=-4.69 e_lumo_ev=2.06 gap_ha=0.24820 charge=-1
C 3.149770 4.989746 -0.297721 -0.437 -0.626 0.202
C 3.635766 3.486002 0.099113 0.576 0.763 0.352
C 5.023330 3.071241 -0.647145 -0.272 0.365 1.346
In 4.831884 1.005185 -1.553868 -0.480 1.011 -0.573
S 5.304006 -0.634169 0.268054 0.669 -0.085 0.784
C 2.623412 0.787316 -2.147909 -0.539 -0.152 -0.381
C 1.777887 -0.023256 -1.045476 0.238 0.156 -0.184
C 1.065931 -1.345701 -1.626157 -0.126 -0.229 0.826
C -0.537359 -1.212075 -1.718148 0.928 -1.060 0.206
O -1.010137 0.127958 -1.988296 0.594 -0.853 -0.706
C 6.008027 0.697096 -3.456345 0.482 -0.688 -0.540
C 7.444441 0.003017 -3.284128 0.241 1.213 -1.254
S 7.359244 -1.882471 -3.251108 0.570 0.526 2.186
C 7.793187 -2.300908 -1.507984 1.026 0.427 2.512
N 8.836000 -1.801090 -0.655205 -4.952 -3.294 -2.166
N 8.608497 -2.462069 0.522777 -2.997 -2.765 1.012
C 7.498338 -3.347046 0.490247 3.518 4.099 -3.030
O 6.967528 -3.247937 -0.842133 2.323 1.179 1.057
H 2.070203 4.909568 -0.668006 1.458 0.412 0.308
H 3.822444 5.430502 -1.113238 -1.066 -0.591 1.155
H 3.139818 5.694088 0.614037 0.130 -1.041 -1.404
H 2.799199 2.725360 -0.076705 1.093 1.151 0.079
H 3.814592 3.510508 1.236651 -0.252 -0.262 -1.659
H 5.330998 3.892768 -1.374387 -0.309 -1.031 0.920
H 5.806753 2.987794 0.192958 -0.865 0.304 -1.410
H 6.420826 -0.241726 1.000358 -0.948 -0.015 -0.883
H 2.168538 1.830277 -2.312044 0.637 -1.384 0.258
H 2.595848 0.273802 -3.185876 -0.070 0.611 1.609
H 1.035515 0.723947 -0.576086 0.820 -1.442 -0.702
H 2.456858 -0.363127 -0.191434 -0.867 0.466 -1.149
H 1.537806 -1.715058 -2.612923 -0.755 0.917 1.395
H 1.270100 -2.193684 -0.868524 -0.392 1.133 -1.207
H -0.941293 -1.564579 -0.696427 0.308 0.887 -1.660
H -0.898314 -1.942387 -2.526858 0.236 0.939 1.125
H -0.586525 0.400831 -2.835934 -0.368 -0.218 1.003
H 5.370397 0.052734 -4.174862 1.040 0.957 1.013
H 6.166984 1.706864 -3.976731 -0.125 -1.318 0.690
H 8.082203 0.419762 -2.434585 -1.030 -0.887 -0.927
H 8.035019 0.233538 -4.252760 -0.618 -0.669 1.501
H 7.081197 -3.995233 1.322903 0.552 1.067 -1.671
C -4.270149 -6.605008 1.601739 0.026 0.079 -0.317
C -4.465207 -5.567103 2.690384 -0.192 -0.537 0.026
O -3.719368 -4.379088 2.403739 -0.186 0.393 -0.062
C -4.273491 -3.551536 1.501472 0.307 -0.019 -0.089
O -5.327692 -3.719984 0.936962 0.258 0.070 0.269
O -3.439745 -2.516822 1.320116 -0.358 -0.411 0.245
C -3.869848 -1.596569 0.315951 -0.028 0.473 -0.355
H -3.206297 -6.793514 1.436820 -0.064 -0.041 0.158
H -4.760193 -7.543363 1.869934 0.038 0.056 0.032
H -4.683413 -6.261108 0.650761 -0.070 -0.006 0.141
H -4.082006 -5.956367 3.636518 0.150 0.293 -0.082
H -5.523012 -5.335094 2.842292 0.123 0.124 -0.174
H -4.891928 -1.258115 0.497651 0.052 -0.196 -0.054
H -3.785993 -2.058177 -0.670068 -0.144 0.042 0.094
H -3.210235 -0.728835 0.348652 0.094 -0.255 0.150
C -5.825917 5.132142 1.419095 0.237 -0.186 0.129
C -7.246732 4.603070 1.376387 0.160 0.617 0.031
O -7.259332 3.188343 1.152290 -0.172 -0.381 0.297
C -6.998595 2.429830 2.229590 0.178 0.093 -0.201
O -6.771939 2.833167 3.344117 -0.170 -0.165 -0.342
O -7.010635 1.143620 1.844911 -0.131 0.409 0.078
C -6.662125 0.227974 2.882486 0.124 -0.415 0.255
H -5.277427 4.833240 0.522315 -0.132 0.110 -0.018
H -5.821187 6.221634 1.492140 -0.038 -0.060 -0.032
H -5.280391 4.728106 2.274911 -0.134 0.079 -0.006
H -7.778683 5.057394 0.537246 -0.006 -0.345 -0.022
H -7.800092 4.857862 2.284495 0.131 -0.217 -0.002
H -7.273723 0.384020 3.773144 0.150 0.131 -0.077
H -5.600849 0.325706 3.121585 -0.133 0.069 0.116
H -6.842713 -0.782817 2.514269 -0.039 0.223 -0.222

No. 3
60
Properties=species:S:1:pos:R:3:forces:R:3 method="wB97M-V/def2-TZVPD" e_homo_ev="-22.86 / -22.76" e_lumo_ev="-15.98 / -15.71" gap_ha="0.25299 / 0.25932" multiplicity=2 charge=+4
Re -0.174996 0.669292 0.736211 0.681 0.590 -1.248
C 1.434093 0.471615 -0.712770 -0.165 -0.032 -0.288
C 0.443988 -0.548366 -0.947758 -0.181 -0.140 -0.259
C -0.741146 0.193864 -1.479239 0.872 -0.147 -0.222
C -0.369648 1.541042 -1.626044 0.065 0.089 0.364
C 1.003141 1.743224 -1.272536 -0.209 -0.303 0.307
C 1.790539 2.945662 -1.430526 0.122 0.306 0.063
C 2.994306 2.990218 -0.478133 -0.027 -0.018 -0.006
C 0.939823 4.225802 -1.382634 0.090 -0.036 0.004
C 2.301906 2.710181 -2.921413 0.003 -0.039 0.021
C -2.156989 -0.264511 -1.557645 -0.481 -0.045 0.102
C -2.357370 -0.617426 -0.064831 0.046 -1.133 -0.579
C -2.410661 -1.448380 -2.511702 -0.060 0.086 0.162
C -3.090687 0.889575 -1.953858 -0.075 -0.069 0.145
C 0.849791 -2.022067 -0.879553 -0.053 -0.039 0.204
C 2.154713 -2.146703 -0.066392 -0.011 0.058 0.023
C -0.186794 -2.940425 -0.218854 0.141 -0.120 0.029
C 1.125158 -2.444757 -2.341044 0.006 0.046 -0.017
H 2.456176 0.247153 -0.444340 -0.016 0.008 0.311
H -1.017561 2.315482 -2.014498 -0.043 0.033 0.202
H 2.682040 2.933727 0.574535 0.022 0.063 -0.099
H 3.514467 3.938073 -0.606607 0.008 0.001 0.025
H 3.724515 2.200105 -0.675854 -0.098 0.041 0.008
H 0.447828 4.351952 -0.412107 0.063 -0.015 -0.061
H 0.188576 4.269526 -2.174224 0.052 -0.037 0.044
H 1.600373 5.077875 -1.526685 -0.018 0.072 -0.008
H 2.923260 1.816775 -3.022551 -0.058 0.079 0.051
H 2.921090 3.584661 -3.135192 0.000 -0.006 -0.004
H 1.483395 2.682062 -3.642455 0.030 0.023 0.049
H -1.826472 -1.520349 0.239550 -0.295 0.207 -0.113
H -3.413968 -0.759905 0.196681 0.091 0.474 0.308
H -2.053187 0.280981 0.596382 -0.374 0.272 0.172
H -1.936889 -2.375011 -2.211330 0.063 0.040 -0.082
H -2.090271 -1.202048 -3.526172 -0.019 0.055 0.065
H -3.483708 -1.629622 -2.545492 -0.046 -0.017 -0.044
H -3.046487 1.740967 -1.263961 0.032 -0.050 -0.068
H -4.114502 0.521468 -1.933785 -0.061 0.022 -0.025
H -2.897616 1.237167 -2.971859 0.023 -0.033 0.078
H 2.088349 -1.653398 0.918888 0.003 -0.112 -0.125
H 3.027106 -1.756502 -0.596211 -0.069 0.000 0.047
H 2.352519 -3.201135 0.116409 0.028 0.003 -0.006
H -0.444493 -2.593782 0.793434 0.171 -0.190 -0.061
H 0.253869 -3.930885 -0.116074 -0.008 -0.014 0.002
H -1.099429 -3.067101 -0.791800 0.044 -0.036 0.065
H 1.890583 -1.817291 -2.807352 -0.042 -0.065 0.070
H 0.232339 -2.421900 -2.964359 -0.025 -0.003 0.037
H 1.498594 -3.470662 -2.328593 0.012 0.020 -0.015
N -1.329975 -1.873646 5.860755 0.124 0.152 -0.127
C -0.629882 -0.770765 5.094184 -0.033 -0.105 -0.099
C -0.760955 -0.904013 3.556707 0.213 0.138 0.215
N -0.035294 0.259597 2.874656 -0.580 -0.111 0.381
H -1.210212 -1.723607 6.871020 0.034 0.049 0.079
H -0.952594 -2.806890 5.669692 0.051 -0.079 -0.041
H -2.340735 -1.908108 5.700298 -0.114 0.019 -0.039
H 0.414882 -0.801036 5.399562 0.050 -0.035 0.026
H -1.056787 0.167183 5.445057 -0.075 0.035 0.034
H -1.801673 -0.887909 3.242018 -0.073 0.089 -0.031
H -0.304351 -1.822348 3.198781 0.063 -0.082 -0.058
H 0.955900 0.208276 3.133104 0.099 -0.048 -0.072
H -0.357985 1.117024 3.338530 0.007 0.090 0.106

Number 1: E -7976.049851 Eh. Number 2: E -2444.574930 Eh. Number 3: E -932.796005 Eh.